{
  "formula": "C54H68Br2N5O27P",
  "method": "wB97M-V/def2-TZVPD",
  "symbols": ["H", "N", "C", "N", "N", "C", "C", "C", "C", "C", "O", "C", "C", "C", "C", "C", "O", "O", "C", "C", "C", "C", "C", "C", "N", "C", "C", "O", "Br", "O", "C", "C", "N", "C", "C", "C", "O", "P", "O", "Br", "H", "H", "H", "H", "H", "H", "H", "H", "H", "H", "H", "H", "H", "H", "H", "H", "H", "H", "H", "H", "H", "H", "H", "H", "H", "H", "H", "H", "H", "H", "H", "H", "H", "H", "H", "H", "H", "H", "H", "H", "H", "H", "H", "H", "H", "H", "H", "O", "C", "C", "C", "O", "C", "O", "C", "C", "O", "H", "H", "H", "H", "O", "C", "C", "C", "O", "C", "O", "C", "C", "O", "H", "H", "H", "H", "O", "C", "C", "C", "O", "C", "O", "C", "C", "O", "H", "H", "H", "H", "O", "C", "C", "C", "O", "C", "O", "C", "C", "O", "H", "H", "H", "H", "O", "C", "C", "C", "O", "C", "O", "C", "C", "O", "H", "H", "H", "H"],
  "positions_angstrom": [[-0.677, -0.263, 9.622], [-1.612, -0.495, 9.247], [-1.877, 0.427, 8.358], [-3.161, 0.297, 7.619], [-0.953, 1.562, 8.011], [-0.853, 1.519, 6.516], [0.449, 2.241, 5.912], [1.529, 1.220, 5.281], [1.253, 0.872, 3.722], [-0.129, 0.112, 3.460], [-0.416, -0.194, 2.076], [-0.557, 0.982, 1.250], [-1.748, 1.967, 1.689], [-1.262, 3.141, 2.714], [-2.298, 4.364, 2.465], [-2.270, 5.459, 3.624], [-1.261, 6.148, 3.860], [-3.471, 5.664, 4.392], [-3.804, 4.455, 5.148], [-3.950, 4.921, 6.694], [-0.704, 0.445, -0.292], [0.124, 1.424, -1.246], [-0.211, 2.992, -1.061], [-1.616, 3.382, -1.753], [-2.177, 0.385, -0.580], [-2.468, 0.061, -2.003], [-4.089, 0.054, -2.145], [-4.554, -0.021, -3.296], [-5.282, 0.204, -0.536], [-0.241, -0.933, -0.266], [0.543, -1.296, -1.420], [0.629, -2.920, -1.398], [-0.598, -3.379, -2.166], [-0.253, -4.383, -3.205], [-1.350, -4.537, -4.368], [-2.406, -3.336, -4.452], [-2.136, -5.770, -4.210], [0.043, -1.593, 4.345], [-1.499, -2.335, 4.473], [1.428, -2.787, 2.969], [-3.808, 1.056, 7.865], [-3.588, -0.619, 7.798], [-1.541, 2.400, 8.212], [-0.784, 0.408, 6.216], [-1.786, 1.922, 5.973], [0.138, 3.016, 5.123], [0.900, 2.862, 6.775], [1.689, 0.301, 5.933], [2.536, 1.788, 5.284], [2.168, 0.313, 3.335], [1.254, 1.895, 3.187], [-1.044, 0.603, 3.961], [0.398, 1.634, 1.229], [-2.209, 2.546, 0.804], [-2.599, 1.342, 2.123], [-0.175, 3.437, 2.559], [-1.503, 2.743, 3.756], [-3.373, 3.942, 2.437], [-2.134, 4.847, 1.444], [-4.712, 3.897, 4.749], [-2.875, 3.776, 5.113], [-3.376, 5.915, 6.780], [-3.481, 4.099, 7.333], [-5.062, 5.071, 6.890], [1.242, 1.318, -0.980], [-0.012, 1.215, -2.369], [-0.099, 3.371, 0.007], [0.593, 3.550, -1.677], [-1.541, 2.995, -2.838], [-1.771, 4.510, -1.833], [-2.508, 2.847, -1.291], [-2.514, -0.373, 0.045], [-2.113, 0.849, -2.744], [-2.127, -1.002, -2.239], [0.033, -1.056, -2.427], [1.622, -0.882, -1.393], [1.596, -3.296, -1.873], [0.522, -3.349, -0.348], [-1.320, -3.717, -1.518], [-0.168, -5.429, -2.717], [0.745, -4.165, -3.729], [-0.874, -4.618, -5.416], [-3.110, -3.350, -3.554], [-3.074, -3.533, -5.376], [-1.930, -2.307, -4.636], [-3.088, -5.575, -4.351], [-2.110, -1.591, 4.709], [1.912, 0.829, -3.602], [2.843, 0.610, -4.361], [4.008, -0.186, -3.964], [5.014, -0.390, -4.818], [6.100, -1.128, -4.465], [4.994, 0.183, -6.194], [5.938, -0.008, -6.940], [3.817, 0.959, -6.599], [2.810, 1.159, -5.746], [1.710, 1.875, -6.107], [4.012, -0.594, -2.962], [6.683, -1.125, -5.252], [3.806, 1.354, -7.606], [1.132, 1.878, -5.320], [-5.836, -10.963, -1.098], [-5.262, -9.896, -1.232], [-4.181, -9.701, -2.203], [-3.565, -8.520, -2.309], [-2.563, -8.329, -3.208], [-3.951, -7.364, -1.447], [-3.357, -6.305, -1.555], [-5.049, -7.553, -0.493], [-5.665, -8.732, -0.391], [-6.686, -8.922, 0.487], [-3.912, -10.548, -2.819], [-2.279, -7.395, -3.094], [-5.330, -6.702, 0.114], [-6.959, -9.853, 0.370], [-7.831, 4.516, -7.246], [-7.033, 4.147, -6.402], [-7.453, 3.622, -5.100], [-6.547, 3.243, -4.195], [-6.920, 2.752, -2.985], [-5.085, 3.343, -4.472], [-4.285, 3.006, -3.615], [-4.665, 3.846, -5.783], [-5.572, 4.221, -6.688], [-5.199, 4.688, -7.911], [-8.516, 3.557, -4.911], [-6.085, 2.553, -2.517], [-3.602, 3.897, -5.978], [-6.033, 4.892, -8.376], [7.327, 5.076, 7.224], [6.334, 5.057, 6.517], [5.093, 5.745, 6.885], [4.022, 5.686, 6.090], [2.865, 6.322, 6.416], [4.045, 4.921, 4.811], [3.043, 4.872, 4.117], [5.294, 4.252, 4.432], [6.366, 4.315, 5.224], [7.532, 3.702, 4.886], [5.089, 6.295, 7.816], [2.245, 6.126, 5.685], [5.303, 3.715, 3.493], [8.148, 3.893, 5.619], [8.800, -4.256, -1.426], [9.106, -4.333, -2.603], [8.610, -3.389, -3.609], [8.955, -3.516, -4.891], [8.504, -2.641, -5.836], [9.848, -4.617, -5.349], [10.128, -4.713, -6.532], [10.364, -5.549, -4.341], [10.022, -5.419, -3.057], [10.494, -6.273, -2.110], [7.961, -2.594, -3.265], [8.892, -2.948, -6.679], [11.026, -6.333, -4.684], [10.101, -5.971, -1.268]],
  "e_above_lowest_kcal_mol": 120.46,
  "lumo_energy_ha": -0.0706,
  "smiles": "[H]/N=C(/N)NCCCC[C@@H](O[C@H](CCCC(=O)OCC)[C@](CCC)(NCC(=O)Br)OCCNC[C@H](C)O)P(O)Br.O=C1C=C(O)C(=O)C=C1O.O=C1C=C(O)C(=O)C=C1O.O=C1C=C(O)C(=O)C=C1O.O=C1C=C(O)C(=O)C=C1O.O=C1C=C(O)C(=O)C=C1O"
}


{
  "formula": "C54H72F18MgN3O48S6",
  "method": "wB97M-V/def2-TZVPD",
  "symbols": ["Mg", "C", "F", "F", "F", "S", "O", "O", "N", "S", "O", "O", "C", "F", "F", "F", "C", "F", "F", "F", "S", "O", "O", "N", "S", "O", "O", "C", "F", "F", "F", "C", "F", "F", "F", "S", "O", "O", "N", "S", "O", "O", "C", "F", "F", "F", "C", "C", "C", "O", "C", "O", "O", "H", "H", "H", "H", "H", "H", "C", "C", "C", "O", "C", "O", "O", "H", "H", "H", "H", "H", "H", "C", "C", "C", "O", "C", "O", "O", "H", "H", "H", "H", "H", "H", "C", "C", "C", "O", "C", "O", "O", "H", "H", "H", "H", "H", "H", "C", "C", "C", "O", "C", "O", "O", "H", "H", "H", "H", "H", "H", "C", "C", "C", "O", "C", "O", "O", "H", "H", "H", "H", "H", "H", "C", "C", "C", "O", "C", "O", "O", "H", "H", "H", "H", "H", "H", "C", "C", "C", "O", "C", "O", "O", "H", "H", "H", "H", "H", "H", "C", "C", "C", "O", "C", "O", "O", "H", "H", "H", "H", "H", "H", "C", "C", "C", "O", "C", "O", "O", "H", "H", "H", "H", "H", "H", "C", "C", "C", "O", "C", "O", "O", "H", "H", "H", "H", "H", "H", "C", "C", "C", "O", "C", "O", "O", "H", "H", "H", "H", "H", "H"],
  "positions_angstrom": [[-0.093, 1.613, 0.925], [5.687, -4.391, -2.055], [4.961, -5.256, -2.751], [5.411, -3.206, -2.571], [5.177, -4.585, -0.802], [7.588, -4.749, -2.134], [8.294, -3.505, -1.615], [7.695, -5.862, -1.240], [8.009, -4.949, -3.881], [8.027, -6.545, -4.024], [6.964, -7.276, -3.257], [8.165, -6.844, -5.486], [9.720, -7.101, -3.424], [10.670, -6.534, -4.155], [9.943, -6.856, -2.132], [9.693, -8.374, -3.581], [2.290, 4.307, 2.483], [2.565, 5.350, 3.276], [1.518, 4.773, 1.504], [3.458, 3.901, 1.951], [1.297, 2.879, 3.430], [2.182, 2.789, 4.635], [-0.054, 3.402, 3.690], [1.151, 1.522, 2.216], [2.314, 0.622, 2.616], [2.411, -0.346, 1.551], [3.563, 1.335, 2.951], [1.824, -0.374, 4.211], [0.953, -1.359, 3.892], [2.867, -1.067, 4.701], [1.227, 0.405, 5.127], [0.856, -2.025, -0.902], [0.261, -3.080, -1.373], [1.865, -2.369, -0.004], [1.295, -1.246, -1.922], [-0.625, -1.095, -0.036], [-1.886, -1.819, -0.231], [-0.312, -1.049, 1.350], [-0.460, 0.536, -0.517], [-0.695, 0.569, -2.154], [0.270, 1.275, -2.904], [-1.119, -0.727, -2.654], [-2.297, 1.694, -2.299], [-2.747, 1.587, -3.600], [-3.182, 1.297, -1.357], [-2.022, 2.907, -1.971], [-4.725, -0.791, -3.701], [-5.544, -1.881, -4.225], [-4.998, -3.308, -4.500], [-5.445, -4.208, -3.539], [-6.522, -3.569, -2.909], [-7.334, -3.959, -2.096], [-6.417, -2.250, -3.202], [-5.102, -0.016, -3.033], [-4.320, -0.345, -4.610], [-3.937, -1.253, -3.107], [-6.130, -1.454, -5.040], [-3.908, -3.333, -4.523], [-5.316, -3.670, -5.477], [-6.113, -0.039, 2.124], [-5.020, 0.478, 3.035], [-4.097, -0.557, 3.614], [-2.802, -0.171, 3.202], [-2.917, 0.995, 2.468], [-2.064, 1.355, 1.716], [-4.231, 1.428, 2.380], [-6.418, 0.773, 1.464], [-6.889, -0.386, 2.805], [-5.799, -0.906, 1.542], [-5.420, 0.964, 3.925], [-4.441, -1.574, 3.427], [-4.221, -0.493, 4.695], [-3.643, -6.671, -1.854], [-2.633, -5.975, -0.952], [-2.906, -6.197, 0.565], [-1.643, -6.490, 1.200], [-0.687, -6.742, 0.195], [0.397, -7.119, 0.361], [-1.299, -6.579, -1.013], [-3.515, -6.445, -2.913], [-4.661, -6.420, -1.557], [-3.836, -7.738, -1.964], [-2.488, -4.925, -1.205], [-3.595, -6.973, 0.899], [-3.269, -5.249, 0.963], [2.572, 5.450, -3.019], [3.928, 5.974, -3.669], [5.057, 6.676, -2.711], [6.169, 6.008, -2.994], [5.917, 5.101, -3.957], [6.768, 4.298, -4.452], [4.618, 4.969, -4.277], [2.281, 6.326, -2.441], [2.605, 4.595, -2.343], [1.715, 5.275, -3.669], [3.545, 6.710, -4.376], [4.620, 6.619, -1.714], [5.246, 7.726, -2.937], [-1.931, 7.435, 1.841], [-2.397, 6.424, 0.765], [-1.692, 6.534, -0.521], [-0.893, 5.400, -0.634], [-1.177, 4.575, 0.379], [-0.611, 3.402, 0.504], [-2.184, 5.044, 1.172], [-2.778, 7.607, 2.505], [-1.724, 8.370, 1.320], [-1.073, 6.991, 2.347], [-3.416, 6.502, 0.387], [-1.011, 7.386, -0.522], [-2.319, 6.637, -1.407], [1.479, -5.007, 2.474], [2.683, -5.536, 3.193], [2.975, -7.001, 2.900], [4.382, -7.120, 2.638], [4.861, -5.924, 2.403], [6.018, -5.611, 2.058], [3.840, -4.994, 2.527], [1.620, -5.129, 1.400], [1.441, -3.949, 2.732], [0.528, -5.416, 2.815], [2.699, -5.318, 4.261], [2.448, -7.281, 1.988], [2.558, -7.623, 3.692], [-6.634, 6.404, 1.961], [-5.777, 5.697, 3.094], [-5.241, 4.310, 2.944], [-4.136, 4.339, 3.828], [-3.840, 5.601, 4.117], [-2.925, 6.103, 4.706], [-4.657, 6.437, 3.454], [-7.019, 7.413, 2.104], [-7.591, 5.915, 1.775], [-5.917, 6.519, 1.148], [-6.499, 5.692, 3.911], [-4.989, 4.069, 1.912], [-5.986, 3.595, 3.293], [6.419, 2.801, 0.215], [5.255, 3.087, -0.856], [5.088, 1.791, -1.689], [3.724, 1.518, -1.644], [3.089, 2.394, -0.990], [1.817, 2.249, -0.857], [3.910, 3.134, -0.305], [7.406, 3.040, -0.179], [6.416, 1.852, 0.752], [6.345, 3.567, 0.987], [5.440, 3.924, -1.528], [5.708, 0.945, -1.392], [5.409, 2.063, -2.695], [-4.987, 4.216, -3.542], [-5.341, 3.298, -2.361], [-5.344, 3.864, -0.935], [-6.690, 3.661, -0.496], [-7.398, 3.041, -1.374], [-8.583, 2.664, -1.104], [-6.665, 2.914, -2.549], [-5.736, 4.977, -3.759], [-4.946, 3.535, -4.392], [-3.958, 4.562, -3.444], [-4.681, 2.431, -2.393], [-5.129, 4.926, -0.817], [-4.623, 3.387, -0.271], [0.292, -0.816, -5.904], [-0.374, 0.503, -6.552], [-0.233, 0.619, -8.080], [-1.597, 0.817, -8.496], [-2.424, 0.802, -7.448], [-3.677, 0.914, -7.497], [-1.721, 0.479, -6.364], [-0.382, -1.652, -5.715], [0.648, -0.560, -4.906], [1.077, -1.167, -6.573], [-0.022, 1.450, -6.142], [0.184, -0.323, -8.438], [0.452, 1.467, -8.063], [5.849, -1.888, 1.359], [5.713, -2.027, 2.862], [6.725, -3.071, 3.459], [7.575, -2.264, 4.237], [7.120, -1.073, 4.410], [7.726, -0.216, 5.034], [6.066, -0.890, 3.625], [6.885, -1.727, 1.063], [5.188, -1.149, 0.907], [5.619, -2.847, 0.894], [4.769, -2.373, 3.284], [7.285, -3.741, 2.807], [6.226, -3.662, 4.227], [-2.351, -1.660, 7.504], [-2.360, -3.110, 7.053], [-3.704, -3.566, 6.735], [-3.544, -4.168, 5.414], [-2.410, -3.781, 4.908], [-1.960, -4.235, 3.845], [-1.833, -2.963, 5.700], [-3.145, -1.137, 6.970], [-1.520, -0.956, 7.546], [-2.753, -1.637, 8.516], [-1.870, -3.749, 7.787], [-4.470, -2.791, 6.689], [-3.924, -4.393, 7.410]],
  "e_above_lowest_kcal_mol": 12.10,
  "lumo_energy_ha": 0.0188,
  "total_charge": -1
}


Q: Which formula does entry 1 have?
A: C54H68Br2N5O27P